(1)
{"formula": "C15H13Cl3GeN3O9W", "method": "ωB97M-V with the def2-TZVPD basis set", "species": ["W", "O", "C", "O", "C", "C", "C", "C", "C", "N", "C", "O", "O", "H", "H", "H", "N", "C", "C", "C", "N", "H", "H", "H", "H", "H", "H", "H", "H", "H", "H", "O", "C", "C", "O", "C", "C", "O", "C", "O", "O", "Cl", "Ge", "Cl", "Cl"], "xyz": [[-0.214, -0.134, -0.338], [3.266, 1.446, 1.077], [2.118, 1.171, 0.958], [1.506, 0.922, -0.218], [1.119, 1.097, 2.074], [1.315, 1.436, 3.395], [0.223, 1.359, 4.258], [-1.024, 0.966, 3.778], [-1.133, 0.639, 2.444], [-0.077, 0.698, 1.634], [-2.384, 0.277, 1.701], [-3.444, 0.093, 2.199], [-2.137, 0.246, 0.374], [2.293, 1.761, 3.722], [0.342, 1.623, 5.301], [-1.901, 0.920, 4.410], [-0.727, 2.051, -0.756], [-0.618, 2.753, -2.077], [0.678, 2.458, -2.800], [0.697, 1.067, -3.395], [0.758, -0.028, -2.371], [-1.680, 2.168, -0.419], [-0.125, 2.559, -0.112], [-0.717, 3.820, -1.879], [-1.472, 2.451, -2.681], [1.541, 2.632, -2.154], [0.765, 3.164, -3.626], [1.567, 0.935, -4.039], [-0.187, 0.908, -4.003], [1.728, -0.088, -2.064], [0.556, -0.911, -2.842], [1.368, -5.973, 1.491], [1.118, -4.895, 1.186], [-0.320, -4.015, 1.522], [-1.168, -4.480, 2.172], [-0.056, -2.776, 0.824], [1.127, -2.664, 0.174], [1.316, -1.540, -0.432], [2.011, -3.825, 0.236], [3.061, -4.112, -0.182], [-0.839, -1.732, 0.718], [-2.686, 0.244, -3.784], [-2.293, -0.742, -1.955], [-1.138, -2.593, -2.336], [-4.135, -1.360, -1.184]], "forces_ev_per_angstrom": [[-0.06, 0.55, 0.53], [0.00, 0.02, 0.02], [-0.01, -0.02, 0.00], [0.09, 0.01, -0.04], [0.02, -0.02, -0.02], [-0.01, 0.00, 0.01], [0.01, 0.01, 0.01], [0.01, 0.01, 0.00], [-0.05, 0.05, 0.01], [0.08, 0.02, 0.02], [0.02, -0.17, -0.03], [-0.01, 0.07, 0.01], [0.12, 0.07, -0.01], [0.00, 0.00, -0.01], [0.00, 0.00, 0.00], [-0.01, 0.00, -0.01], [-0.05, -0.09, -0.22], [-0.05, 0.02, 0.00], [0.03, 0.02, 0.02], [0.00, -0.01, -0.04], [-0.14, 0.01, 0.09], [0.00, 0.00, 0.01], [0.00, -0.01, 0.02], [0.02, 0.00, 0.00], [0.01, 0.00, 0.01], [0.00, -0.01, -0.01], [-0.01, 0.00, -0.01], [0.02, 0.01, 0.02], [-0.01, -0.02, 0.00], [-0.01, -0.04, 0.00], [0.01, -0.01, -0.02], [0.02, 0.05, 0.05], [-0.06, -0.13, -0.14], [-0.05, 0.07, 0.10], [0.03, -0.02, -0.03], [-0.07, -0.08, -0.01], [-0.02, -0.03, -0.06], [-0.14, -0.03, -0.04], [0.10, 0.07, 0.03], [-0.03, -0.02, 0.00], [0.01, -0.04, -0.16], [-0.01, 0.05, -0.06], [0.33, -0.36, 0.10], [-0.11, -0.01, -0.18], [-0.02, 0.00, 0.03]], "nbo_charge": [1.851, -0.458, 0.746, -0.750, 0.074, -0.161, -0.087, -0.160, 0.117, -0.484, 0.754, -0.451, -0.760, 0.282, 0.267, 0.283, -0.763, -0.224, -0.449, -0.226, -0.778, 0.430, 0.408, 0.237, 0.225, 0.237, 0.268, 0.240, 0.230, 0.437, 0.437, -0.212, 0.469, 0.515, -0.270, 0.181, 0.240, -0.641, 0.499, -0.274, -0.624, -0.304, 1.253, -0.354, -0.248], "total_charge": 2, "e_above_lowest_kj_mol": 92.7, "multiplicity": 2, "s_squared": 0.760, "gap_ha": [0.2565, 0.2130]}

---

(2)
{"formula": "C4H11O3", "method": "ωB97M-V with the def2-TZVPD basis set", "species": ["C", "O", "C", "C", "C", "O", "H", "H", "H", "H", "H", "H", "H", "H", "H", "H", "H", "O"], "xyz": [[-1.058, -0.974, 0.452], [-0.772, -0.790, -0.835], [0.275, -0.825, 1.279], [1.388, -0.131, 0.485], [0.826, 1.308, -0.003], [1.774, -0.726, -0.671], [-1.560, -1.977, 0.593], [-1.720, -0.194, 0.698], [-0.056, -0.300, 2.274], [0.565, -1.927, 1.560], [2.380, 0.036, 0.905], [0.527, 1.798, 1.010], [0.113, 1.093, -0.782], [1.657, 1.882, -0.469], [0.740, -0.914, -1.117], [-1.738, 0.151, -1.511], [-1.342, 1.292, -2.253], [-1.999, 1.201, -1.613]], "forces_ev_per_angstrom": [[1.31, -0.91, 0.28], [0.49, -1.25, -3.63], [-0.85, -2.09, 2.35], [-0.51, 3.31, -0.62], [1.73, -0.20, 2.83], [-2.51, -2.87, -3.18], [0.34, 0.59, 0.63], [-1.36, 1.08, 1.20], [1.15, -0.74, -1.58], [-0.03, 1.97, -0.33], [-0.39, 0.12, 1.59], [-0.24, -0.13, -2.11], [-0.65, 0.44, 0.65], [-0.26, -0.31, 0.53], [2.02, 0.41, 1.33], [-0.23, 1.60, 1.21], [1.70, 1.17, -1.90], [-1.71, -2.18, 0.74]], "nbo_charge": [-0.028, -0.921, -0.459, 0.096, -0.650, -0.813, 0.108, 0.135, 0.184, 0.183, 0.157, 0.169, 0.254, 0.177, 0.503, 0.501, 0.434, -1.030], "total_charge": -1, "e_above_lowest_kj_mol": 194.8, "gap_ha": 0.3019}

---

(3)
{"formula": "C40H43N2O4RuS2Si", "method": "ωB97M-V with the def2-TZVPD basis set", "species": ["Ru", "O", "C", "C", "C", "C", "N", "C", "C", "C", "C", "C", "C", "O", "C", "C", "N", "H", "H", "H", "H", "H", "H", "H", "H", "H", "H", "H", "H", "C", "C", "C", "C", "C", "C", "C", "S", "C", "O", "H", "H", "H", "H", "H", "H", "H", "H", "H", "H", "C", "C", "C", "C", "C", "C", "C", "S", "C", "O", "H", "H", "H", "H", "H", "H", "H", "H", "H", "H", "C", "C", "C", "C", "C", "C", "Si", "C", "C", "C", "C", "C", "C", "H", "H", "H", "H", "H", "H", "H", "H", "H", "H", "H"], "xyz": [[-0.381, 0.598, -0.247], [-6.285, -2.859, 0.249], [-5.084, -3.562, 0.065], [-3.960, -2.574, -0.022], [-2.638, -2.996, -0.176], [-1.638, -2.054, -0.252], [-1.903, -0.742, -0.198], [-3.163, -0.318, -0.044], [-4.210, -1.209, 0.063], [-3.275, 1.132, -0.005], [-4.463, 1.826, -0.038], [-4.451, 3.218, 0.038], [-5.741, 3.981, -0.006], [-6.731, 3.140, -0.542], [-3.221, 3.863, 0.153], [-2.068, 3.113, 0.136], [-2.085, 1.773, 0.056], [-7.017, -3.478, 0.345], [-5.094, -4.159, -0.855], [-4.878, -4.249, 0.894], [-2.387, -4.047, -0.230], [-0.599, -2.336, -0.361], [-5.224, -0.871, 0.223], [-5.409, 1.316, -0.147], [-5.606, 4.895, -0.592], [-5.983, 4.290, 1.020], [-7.558, 3.625, -0.633], [-3.150, 4.938, 0.244], [-1.093, 3.583, 0.170], [2.538, 5.527, 3.247], [2.196, 4.078, 3.052], [0.972, 3.692, 2.498], [0.647, 2.356, 2.336], [1.552, 1.386, 2.746], [2.775, 1.739, 3.298], [3.093, 3.082, 3.434], [1.155, -0.339, 2.629], [-0.009, -0.420, 3.980], [0.287, -0.535, 1.357], [1.673, 6.168, 3.097], [3.321, 5.829, 2.549], [2.928, 5.697, 4.250], [0.256, 4.460, 2.227], [-0.336, 2.071, 1.977], [3.463, 0.977, 3.647], [4.051, 3.365, 3.854], [-0.873, 0.203, 3.752], [0.509, -0.059, 4.869], [-0.309, -1.457, 4.119], [3.903, -1.613, -6.288], [3.646, -1.255, -4.854], [3.491, 0.076, -4.457], [3.244, 0.407, -3.137], [3.145, -0.616, -2.202], [3.271, -1.954, -2.569], [3.534, -2.262, -3.891], [2.748, -0.287, -0.528], [4.182, 0.629, -0.007], [1.660, 0.855, -0.571], [3.861, -0.741, -6.936], [3.182, -2.353, -6.636], [4.890, -2.068, -6.392], [3.568, 0.864, -5.196], [3.114, 1.442, -2.844], [3.162, -2.737, -1.828], [3.654, -3.296, -4.189], [4.256, 1.546, -0.589], [5.052, -0.008, -0.162], [4.062, 0.856, 1.050], [1.038, 4.129, -4.483], [0.921, 4.045, -3.102], [0.500, 2.860, -2.518], [0.227, 1.735, -3.305], [0.353, 1.833, -4.695], [0.745, 3.029, -5.278], [-0.400, 0.110, -2.667], [-2.143, -0.139, -3.153], [-2.579, -1.387, -3.624], [-3.831, -1.513, -4.205], [-4.671, -0.409, -4.288], [-4.265, 0.828, -3.798], [-3.009, 0.964, -3.232], [1.356, 5.056, -4.941], [1.145, 4.906, -2.486], [0.390, 2.820, -1.439], [0.131, 0.975, -5.322], [0.820, 3.098, -6.355], [0.411, -1.102, -2.878], [-1.920, -2.247, -3.574], [-4.144, -2.469, -4.604], [-5.650, -0.513, -4.739], [-4.921, 1.685, -3.874], [-2.676, 1.940, -2.889]], "forces_ev_per_angstrom": [[-0.25, 1.27, 1.63], [0.04, 0.03, -0.01], [-0.06, -0.08, 0.04], [0.05, 0.02, 0.04], [-0.10, 0.07, -0.01], [-0.07, -0.03, -0.01], [0.69, -0.26, -0.10], [-0.09, -0.17, -0.10], [-0.11, -0.05, -0.03], [-0.28, 0.29, 0.09], [-0.04, 0.08, -0.01], [-0.04, -0.06, -0.04], [-0.08, 0.07, 0.05], [0.06, -0.01, -0.02], [0.04, -0.05, 0.04], [0.17, 0.17, 0.01], [0.65, -0.86, -0.24], [-0.01, 0.00, 0.00], [0.03, 0.01, -0.02], [0.01, 0.00, 0.01], [0.00, 0.00, -0.01], [0.01, 0.02, 0.01], [0.00, 0.02, -0.06], [0.02, -0.03, 0.03], [0.04, -0.02, -0.04], [0.03, 0.02, 0.02], [-0.03, -0.01, 0.04], [-0.02, 0.00, -0.08], [0.01, -0.02, 0.05], [0.06, -0.09, -0.01], [0.00, 0.07, -0.04], [-0.01, -0.02, -0.01], [-0.05, 0.06, 0.24], [0.06, -0.05, -0.16], [0.09, -0.07, -0.01], [-0.02, -0.01, 0.02], [0.05, 0.58, 0.07], [-0.25, -0.28, -0.08], [-0.48, -0.17, -0.68], [0.01, 0.01, -0.01], [-0.03, 0.02, -0.02], [-0.03, 0.01, 0.01], [0.00, -0.01, -0.01], [-0.01, 0.02, 0.00], [0.04, 0.01, -0.07], [-0.02, -0.03, 0.06], [0.05, 0.08, 0.01], [0.03, -0.01, -0.02], [0.02, 0.00, -0.01], [0.09, -0.03, 0.09], [-0.10, -0.04, -0.07], [0.03, 0.02, 0.02], [0.12, 0.03, 0.00], [-0.21, -0.09, -0.09], [-0.01, 0.01, 0.05], [0.04, 0.00, 0.00], [0.10, 0.39, -0.08], [-0.02, 0.11, 0.18], [-0.18, -0.67, -0.26], [-0.01, -0.01, -0.01], [-0.03, 0.04, -0.02], [0.01, 0.03, 0.00], [0.01, -0.01, 0.00], [0.01, 0.00, -0.02], [0.03, -0.02, -0.03], [-0.02, 0.00, 0.02], [0.00, -0.05, -0.07], [-0.01, -0.01, -0.02], [0.04, 0.03, -0.01], [0.05, 0.02, -0.01], [-0.11, 0.03, 0.07], [-0.02, -0.08, -0.22], [0.06, 0.22, 0.46], [-0.18, -0.07, 0.08], [0.04, -0.09, -0.03], [-0.03, -0.38, -0.54], [-0.08, -0.02, -0.02], [0.00, 0.11, 0.02], [0.02, -0.07, 0.07], [-0.03, -0.01, 0.05], [0.00, 0.03, 0.09], [0.05, -0.08, -0.17], [-0.01, -0.01, 0.00], [-0.01, 0.01, -0.02], [0.17, 0.05, 0.02], [0.01, 0.05, -0.06], [0.04, 0.01, 0.01], [0.05, 0.00, 0.08], [-0.01, -0.01, -0.03], [-0.03, 0.02, 0.00], [0.02, 0.01, -0.03], [-0.02, -0.02, 0.00], [0.00, 0.02, -0.06]], "lowdin_charge": [1.236, -0.033, -0.190, -0.124, 0.042, -0.094, -0.075, -0.182, 0.103, -0.183, 0.092, -0.116, -0.186, -0.032, 0.043, -0.086, -0.019, 0.119, 0.148, 0.149, 0.143, 0.124, 0.134, 0.137, 0.145, 0.154, 0.119, 0.142, 0.110, -0.019, -0.230, -0.012, -0.101, -0.434, -0.075, 0.003, 1.056, -0.189, -0.658, 0.086, 0.100, 0.100, 0.118, 0.074, 0.127, 0.137, 0.074, 0.087, 0.073, -0.020, -0.229, -0.007, -0.073, -0.456, -0.079, -0.010, 1.019, -0.179, -0.656, 0.086, 0.095, 0.103, 0.127, 0.118, 0.118, 0.133, 0.082, 0.089, 0.042, -0.038, -0.054, -0.135, -0.337, -0.088, -0.042, 0.789, -0.343, -0.093, -0.048, -0.030, -0.046, -0.102, 0.123, 0.116, 0.053, 0.119, 0.123, 0.021, 0.106, 0.120, 0.123, 0.119, 0.105], "total_charge": 3, "e_above_lowest_kj_mol": 101.7, "gap_ha": [0.2156, 0.2217]}

---

(4)
{"formula": "C6H4O", "method": "ωB97M-V with the def2-TZVPD basis set", "species": ["C", "C", "C", "O", "C", "C", "C", "H", "H", "H", "H"], "xyz": [[3.102, -0.907, 0.682], [2.192, -0.139, 0.858], [1.068, 0.764, 1.084], [1.076, 1.604, 1.959], [-0.073, 0.541, 0.217], [-1.074, 0.284, -0.406], [-2.307, -0.068, -1.099], [3.913, -1.588, 0.534], [-2.399, 0.467, -2.049], [-3.170, 0.185, -0.475], [-2.328, -1.143, -1.304]], "forces_ev_per_angstrom": [[-0.33, 0.27, 0.06], [0.44, -0.32, -0.06], [-0.04, 0.20, 0.27], [0.07, -0.29, -0.37], [-0.52, -0.11, -0.24], [0.43, 0.05, 0.30], [-0.05, -0.02, -0.01], [-0.15, 0.14, 0.02], [0.06, -0.05, 0.14], [0.10, -0.03, -0.12], [-0.01, 0.16, 0.00]], "nbo_charge": [-0.130, -0.116, 0.448, -0.462, -0.149, 0.130, -0.699, 0.240, 0.249, 0.246, 0.244], "e_above_lowest_kj_mol": 221.4, "gap_ha": 0.3657}